Entry 1:
ORCA calculation (ωB97M-V with the def2-TZVPD basis set) on a 2-piece molecular cluster, C17H28ClO7 overall.

```
53
Properties=species:S:1:pos:R:3:mulliken_charge:R:1
C -3.511 1.003 1.759 -0.16
C -3.617 0.964 0.514 -0.26
C -3.653 0.659 -1.025 -0.56
C -2.524 1.384 -1.895 -0.66
C -1.192 1.764 -1.118 -1.03
C -0.163 0.520 -0.956 -0.33
C -0.793 -0.886 -0.496 0.13
O -1.073 -1.879 -1.149 -0.62
O -0.958 -0.684 0.919 -0.24
C -0.159 0.437 1.431 -0.77
C 0.896 0.620 0.272 1.39
C 1.691 2.003 0.131 -1.36
C 2.543 2.379 1.463 -0.32
C 1.876 3.588 2.265 -1.03
C 2.023 -0.475 -0.010 -1.19
C 2.172 -1.651 1.056 -0.46
C 1.878 -3.119 0.433 -0.82
C 0.623 -3.837 1.094 -0.11
O 0.757 -4.054 2.516 -0.36
C -0.513 -4.220 3.164 -0.63
H -3.702 0.975 2.871 0.33
H -3.576 -0.473 -1.177 0.24
H -4.663 1.038 -1.412 0.38
H -2.938 2.324 -2.404 0.44
H -2.219 0.698 -2.757 0.23
H -1.354 2.320 -0.137 0.42
H -0.631 2.504 -1.792 0.39
H 0.435 0.547 -1.919 0.67
H 0.186 0.041 2.448 0.31
H -0.731 1.387 1.686 0.33
H 2.421 1.994 -0.752 0.45
H 1.014 2.902 -0.052 0.35
H 3.540 2.781 1.057 0.33
H 2.801 1.473 2.093 0.28
H 1.085 4.159 1.672 0.27
H 1.349 3.176 3.183 0.22
H 2.645 4.380 2.576 0.30
H 3.040 0.049 -0.090 0.51
H 1.865 -0.945 -1.045 0.42
H 1.603 -1.523 2.024 0.22
H 3.282 -1.691 1.350 0.42
H 1.761 -3.105 -0.694 0.36
H 2.778 -3.803 0.643 0.34
H -0.286 -3.190 0.885 0.08
H 0.406 -4.850 0.594 0.27
H -0.564 -3.517 4.067 0.22
H -1.413 -3.973 2.518 0.28
H -0.667 -5.275 3.563 0.27
O -1.992 0.285 -6.043 -0.69
Cl -0.754 1.015 -5.876 1.68
O -0.720 1.606 -4.552 -0.64
O -0.670 2.061 -6.871 -0.67
O 0.365 0.111 -6.027 -0.68
```

## Properties
Lowest unoccupied orbital energy: 2.5 eV
Electronic energy: -44927.484 eV
Net charge: -1
E_HOMO: -5.919 eV
Max |F|: 3.148 eV/A
Spin multiplicity: 1
Gap between HOMO and LUMO: 8.41 eV

Entry 2:
ORCA calculation (ωB97M-V with the def2-TZVPD basis set) on C5H8O as an isolated structure.

```
14
Properties=species:S:1:pos:R:3:mulliken_charge:R:1
C -1.418 0.417 0.232 -0.63
C -0.470 -0.745 0.241 -0.15
C 0.423 -0.937 -0.973 -0.56
O 0.865 0.370 -1.333 -0.34
C 1.328 0.999 -0.211 -0.59
C -0.102 0.492 0.956 -0.30
H -1.522 0.985 -0.691 0.21
H -2.335 0.330 0.814 0.29
H -0.698 -1.618 0.839 0.38
H -0.089 -1.363 -1.838 0.34
H 1.284 -1.571 -0.703 0.33
H 0.594 1.631 0.374 0.30
H 2.078 0.412 0.324 0.28
H -0.037 0.588 2.040 0.42
```

## Properties
Lowest unoccupied orbital energy: 1.1 eV
Electronic energy: -7357.631 eV
Net charge: 0
E_HOMO: -8.431 eV
Max |F|: 2.103 eV/A
Spin multiplicity: 1
Energy above the lowest of the compared OMol25 structures with the same formula, charge and spin: 4.624 eV
Gap between HOMO and LUMO: 9.52 eV

Entry 3:
ORCA calculation (ωB97M-V with the def2-TZVPD basis set) on C40H35CrN7O5S as an isolated structure.

```
89
Properties=species:S:1:pos:R:3:lowdin_spin:R:1
Cr 0.249 0.212 0.410 2.82
O -1.069 2.759 -2.344 0.04
C -0.440 2.063 -1.557 0.03
N -0.680 0.825 -1.166 0.01
C -1.867 0.143 -1.610 0.00
C -1.768 -1.252 -1.067 0.01
C -2.265 -2.371 -1.720 0.00
C -2.009 -3.634 -1.209 0.01
C -1.261 -3.729 -0.043 0.00
C -0.812 -2.567 0.552 0.01
N -1.050 -1.350 0.061 0.00
C 0.764 2.623 -0.755 0.07
C 1.543 3.652 -1.463 0.06
C 2.873 3.764 -1.245 0.03
C 3.527 2.826 -0.413 0.11
C 2.807 1.736 0.032 0.01
N 1.515 1.565 -0.180 0.06
H -1.932 0.142 -2.704 0.00
H -2.766 0.661 -1.222 0.00
H -2.812 -2.254 -2.642 0.00
H -2.355 -4.521 -1.722 0.00
H -0.995 -4.682 0.386 0.00
H -0.200 -2.607 1.444 0.00
H 1.007 4.285 -2.152 0.00
H 3.454 4.535 -1.729 0.00
H 4.572 2.918 -0.176 0.01
H 3.306 0.933 0.566 0.00
O -3.042 6.398 1.815 0.00
C -2.918 5.751 0.559 0.00
C -2.109 4.492 0.736 0.03
C -0.821 4.403 0.333 0.12
C -0.025 3.193 0.587 0.07
N -0.714 2.061 1.108 0.18
C -1.973 2.197 1.517 0.01
C -2.688 3.385 1.401 0.18
C -2.577 1.015 2.162 0.00
C -3.895 1.013 2.625 -0.01
C -4.394 -0.095 3.293 0.00
C -5.779 -0.052 3.890 0.00
O -5.945 1.013 4.801 0.00
C -3.563 -1.200 3.444 -0.01
C -2.277 -1.121 2.939 0.01
N -1.789 -0.053 2.331 0.02
H -3.598 7.178 1.707 0.00
H -2.416 6.415 -0.157 0.00
H -3.914 5.495 0.169 0.00
H -0.322 5.222 -0.159 0.01
H 0.850 3.423 1.226 0.02
H -3.682 3.484 1.799 0.01
H -4.536 1.868 2.496 0.00
H -6.001 -1.014 4.369 0.00
H -6.518 0.132 3.106 0.00
H -5.312 0.910 5.521 0.00
H -3.907 -2.097 3.940 0.00
H -1.597 -1.954 3.059 0.00
C 6.914 -1.281 -4.208 0.00
C 5.599 -1.490 -3.521 0.00
C 4.891 -0.403 -3.013 0.00
C 3.675 -0.589 -2.378 0.00
C 3.175 -1.869 -2.239 0.00
C 3.857 -2.961 -2.742 0.00
C 5.068 -2.768 -3.385 0.00
S 1.577 -2.087 -1.457 0.00
O 0.604 -1.463 -2.309 0.00
O 1.407 -3.499 -1.196 0.00
N 1.590 -1.235 -0.061 0.00
C 2.413 -1.617 0.942 -0.01
C 3.431 -2.563 0.887 0.01
C 4.224 -2.802 2.007 0.00
C 4.031 -2.141 3.196 0.01
C 2.986 -1.206 3.315 0.00
C 2.681 -0.501 4.499 0.02
C 1.645 0.401 4.473 0.00
C 0.913 0.600 3.303 0.02
N 1.156 -0.058 2.176 -0.01
C 2.181 -0.946 2.178 0.00
H 7.468 -0.474 -3.737 0.00
H 6.762 -1.017 -5.255 0.00
H 7.516 -2.184 -4.169 0.00
H 5.297 0.594 -3.111 0.00
H 3.107 0.242 -1.991 0.00
H 3.426 -3.943 -2.622 0.00
H 5.612 -3.616 -3.776 0.00
H 3.604 -3.109 -0.025 0.00
H 5.021 -3.525 1.924 0.00
H 4.673 -2.332 4.042 0.00
H 3.263 -0.664 5.394 0.00
H 1.380 0.961 5.354 0.00
H 0.097 1.306 3.273 0.00
```

## Properties
Lowest unoccupied orbital energy (spin up / spin down): -0.2 / -1.1 eV
Electronic energy: -101973.837 eV
Net charge: 0
E_HOMO (spin up / spin down): -6.227 / -6.280 eV
Max |F|: 1.839 eV/A
Spin multiplicity: 5
Energy above the lowest of the compared OMol25 structures with the same formula, charge and spin: 1.265 eV
Gap between HOMO and LUMO (spin up / spin down): 6.02 / 5.14 eV

Entry 4:
ORCA calculation (ωB97M-V with the def2-TZVPD basis set) on a 2-piece molecular cluster, C2H4N2S2 overall.

```
10
Properties=species:S:1:pos:R:3:mulliken_charge:R:1
C 0.048 0.871 0.126 0.59
C -0.788 0.039 -0.422 -0.48
N 1.237 0.954 0.726 -0.50
N -0.769 -2.693 -0.107 -0.44
S -0.630 2.447 -0.815 -0.13
S -1.791 0.908 -1.608 -0.05
H 1.042 1.352 1.612 0.29
H 2.027 1.334 0.218 0.29
H 0.022 -2.184 -0.503 0.24
H -0.397 -3.028 0.772 0.20
```

## Properties
Lowest unoccupied orbital energy (spin up / spin down): -2.3 / -2.3 eV
Electronic energy: -26782.727 eV
Net charge: 0
E_HOMO (spin up / spin down): -8.600 / -8.599 eV
Max |F|: 2.812 eV/A
Spin multiplicity: 1
Energy above the lowest of the compared OMol25 structures with the same formula, charge and spin: 7.288 eV
Gap between HOMO and LUMO (spin up / spin down): 6.28 / 6.28 eV

Question: What is the formula in the third record?
Answer: C40H35CrN7O5S

Question: Number 3 is which compound?
Answer: C40H35CrN7O5S

Question: Look up the net charge of the first one.
Answer: -1